Here is a cluster of 3 separate species, C35H75BrClN2O2S in total from the Open Molecules 2025 dataset. Energies are from wB97M-V/def2-TZVPD.

Computed properties:
**Molecular weight**: 703.421 Da
**Calculated total energy**: -137978.9221 eV
**Max |F|**: 1.034 eV Å⁻¹

ORCA input file:
```
! wB97M-V def2-TZVPD RIJCOSX def2/J DEFGRID3
* xyz 1 1
Br -6.67 1.90 0.51
Cl -5.38 -1.04 1.12
S -2.36 0.02 3.96
O -3.84 1.80 1.82
O -3.16 3.42 3.77
N -3.76 -0.50 1.63
N -1.41 -0.16 -0.04
C -3.40 0.84 0.93
C 1.20 -3.75 1.68
C 2.25 -3.62 2.78
C -2.92 0.70 -5.90
C -3.92 -0.36 3.13
C -5.19 2.76 -1.76
C -0.26 -1.62 1.64
C 7.29 -2.33 -3.30
C -1.45 -1.43 0.67
C -2.57 0.34 -4.46
C 2.02 2.31 3.69
C -3.97 0.91 -0.50
C -2.93 3.97 2.49
C -0.62 1.71 -6.45
C 3.93 -0.75 -2.76
C 3.19 1.30 3.68
C 0.91 -2.39 1.01
C 2.84 0.00 2.95
C 3.65 -3.28 2.22
C -1.95 -1.05 -4.31
C -3.70 3.16 1.44
C -1.07 3.17 -6.39
C 7.02 -1.12 -2.41
C -5.36 1.50 -0.88
C -1.88 0.90 0.83
C -4.16 -0.09 6.11
C 5.96 -1.34 -1.33
C -2.83 -0.62 5.60
C 4.59 -1.78 -1.85
C 4.35 -2.11 2.92
C -3.32 5.43 2.41
C -2.83 -1.68 1.33
C 4.03 -0.73 2.30
C 7.82 -3.54 -2.54
C -1.73 0.75 -6.86
H -4.70 3.59 1.32
H 1.78 2.60 4.71
H -3.48 0.39 -3.86
H -2.65 -2.19 2.27
H -3.39 -2.37 0.71
H 2.32 -4.58 3.30
H 4.93 -0.11 2.31
H -2.88 -1.70 5.52
H -1.01 -1.13 -4.85
H -5.09 2.44 -2.79
H 1.58 -4.44 0.93
H 7.95 -0.82 -1.92
H 0.74 -2.56 -0.06
H -4.24 -1.34 3.46
H 5.84 -0.41 -0.76
H -4.30 3.32 -1.51
H 3.43 1.05 4.71
H 8.75 -3.29 -2.01
H -1.64 1.86 0.36
H -2.63 -1.82 -4.68
H 1.95 -2.88 3.52
H -3.19 3.28 0.48
H -1.42 0.91 1.83
H -4.34 5.57 2.76
H -0.56 -2.08 2.57
H 7.10 -3.90 -1.80
H 2.94 -1.09 -3.08
H -3.91 -0.10 -0.90
H -5.00 -0.60 5.65
H 4.06 1.73 3.20
H 5.43 -2.28 2.86
H -1.46 3.50 -7.35
H -1.89 1.09 -4.04
H -0.23 3.82 -6.13
H -6.07 3.39 -1.70
H 0.27 -4.16 2.08
H -2.64 6.02 3.03
H 3.94 -1.96 -0.99
H -0.44 0.02 -0.29
H -3.43 1.67 -5.92
H -4.26 0.99 5.96
H 8.03 -2.04 -4.06
H -1.34 -2.21 -0.09
H 3.81 -0.92 1.24
H -4.73 0.33 3.34
H -5.85 0.77 -1.51
H -2.09 1.02 -7.85
H 2.11 0.22 2.16
H -3.64 -0.03 -6.28
H 0.11 -0.63 1.91
H 6.73 -0.27 -3.04
H 2.34 -0.71 3.62
H -1.75 -1.26 -3.25
H -1.30 -0.26 -6.97
H 6.39 -2.60 -3.84
H 1.82 -1.78 1.06
H 6.32 -2.08 -0.61
H -2.02 -0.34 6.27
H 1.13 1.89 3.24
H -3.23 1.46 -1.08
H 3.80 0.21 -2.25
H -1.86 3.89 2.27
H -1.85 3.32 -5.64
H 3.54 -3.03 1.16
H 4.52 -0.57 -3.66
H -0.19 1.42 -5.49
H 4.67 -2.73 -2.37
H -3.37 4.13 4.37
H 2.30 3.22 3.16
H 8.03 -4.36 -3.22
H -3.24 5.79 1.38
H -4.24 -0.27 7.18
H 4.05 -2.10 3.97
H 0.20 1.62 -7.17
H 4.27 -4.17 2.28
*
```

Atomic partial charges in e from the Löwdin method, atoms 1 to 6: atom 1 (Br): 0.75, atom 2 (Cl): 0.88, atom 3 (S): 0.96, atom 4 (O): -0.13, atom 5 (O): -0.03, atom 6 (N): -0.42


Here is a structure of composition C35H76FMgN3NaO10S2 from the Open Molecules 2025 dataset. Energies are from wB97M-V/def2-TZVPD.

Computed properties:
**Molecular weight**: 829.431 Da
**Calculated total energy**: -96702.1798 eV
**Max |F|**: 2.405 eV Å⁻¹

ORCA input file:
```
! wB97M-V def2-TZVPD RIJCOSX def2/J DEFGRID3
* xyz 1 1
S -0.79 2.54 4.56
S -0.23 -2.80 2.18
Mg -3.72 -5.89 1.09
Na -2.12 -0.14 6.26
F -1.83 -4.51 0.02
O 0.48 9.00 3.98
O -4.63 -6.46 -2.02
O 2.28 0.04 -5.98
O -3.02 -6.65 4.79
O -1.67 -2.78 2.69
O 2.05 -4.36 -2.96
O 0.14 -4.16 1.80
O 6.54 -2.62 -2.59
O -0.14 -1.88 1.01
O 0.65 -2.32 3.27
N 1.52 5.21 4.36
N -3.16 -1.25 -1.36
N -1.56 9.23 4.86
C -3.36 -3.81 -1.51
C 0.34 8.86 6.37
C -1.45 1.04 3.75
C 4.81 -1.18 -0.64
C 2.05 -5.29 -1.88
C -0.23 9.03 4.98
C 0.29 3.87 -2.00
C -1.32 1.88 -2.14
C 0.74 -2.78 -4.25
C -2.30 -0.45 -3.54
C 4.29 2.26 -1.05
C 3.67 -0.76 0.28
C -2.45 1.39 2.67
C -3.80 -2.44 -2.00
C 0.82 -3.70 -3.04
C 2.33 3.73 -0.54
C -3.80 -6.97 -1.20
C 2.12 0.84 -7.14
C -2.02 0.76 -1.42
C -3.31 -1.13 -0.04
C -2.86 -0.06 0.62
C -1.89 -4.00 -1.24
C -1.46 -1.68 -3.97
C 1.77 3.51 -1.95
C 3.07 2.46 -0.12
C 5.29 -0.05 -1.62
C 3.06 -4.93 -0.82
C -0.54 2.83 -1.24
C -3.60 -7.06 6.04
C -2.22 0.88 -0.12
C -2.50 -0.33 -2.06
C -3.08 0.07 2.12
C 0.06 -1.43 -3.94
C -2.56 9.30 5.92
C 4.21 0.99 -1.93
H 0.15 9.75 6.97
H -0.05 3.90 -3.03
H -1.64 -2.58 -3.38
H 3.21 0.57 -1.93
H -2.89 -7.66 6.60
H -3.83 -1.90 0.49
H -1.28 3.36 -0.63
H 2.31 4.08 -2.70
H 2.39 1.62 -0.22
H 0.36 -1.11 -2.94
H 0.36 -0.73 -4.73
H -3.29 -0.49 -3.99
H -3.31 8.52 5.76
H 0.05 -4.47 -3.17
H -2.24 -6.13 4.99
H 4.52 -2.03 -1.23
H -4.48 -7.65 5.82
H 1.48 1.68 -6.89
H -3.82 -4.14 -0.60
H -1.87 1.77 0.36
H -1.94 1.96 1.91
H 3.40 2.53 0.92
H 0.72 4.58 4.48
H -3.65 -4.50 -2.30
H 2.83 -3.93 -0.45
H 0.63 -3.17 -2.10
H -3.89 -6.18 6.63
H 3.44 -1.60 0.94
H -3.19 -6.20 -0.56
H 3.00 4.58 -0.47
H -2.97 -7.59 -1.60
H -1.87 9.34 3.91
H -1.49 -4.78 -1.87
H -2.11 9.17 6.90
H -3.21 2.02 3.12
H 5.19 2.21 -0.46
H -1.81 0.41 -3.95
H -2.09 2.47 -2.64
H 4.38 1.33 -2.95
H 2.29 -6.29 -2.23
H -2.58 -0.78 2.61
H 2.86 -0.70 -6.22
H 5.65 -1.47 -0.02
H 6.19 0.39 -1.22
H 3.93 0.08 0.91
H 1.41 8.72 6.30
H 1.84 2.45 -2.17
H 4.07 -4.95 -1.21
H 4.36 3.14 -1.69
H 1.08 -5.36 -1.38
H -1.81 3.09 5.24
H -3.76 -2.41 -3.07
H -1.27 -3.12 -1.36
H -4.14 -0.04 2.32
H -0.68 1.52 -2.94
H 0.08 -3.27 -4.97
H -4.85 -2.32 -1.74
H 0.04 2.25 -0.52
H -1.73 -1.92 -4.99
H 5.59 -2.55 -2.66
H -0.10 7.99 6.85
H -4.22 -7.67 -0.37
H -1.89 0.37 4.49
H 3.00 -5.61 0.02
H 3.09 1.23 -7.48
H 2.75 -0.57 -0.26
H 1.53 3.89 0.20
H -0.59 0.56 3.27
H 1.69 -2.65 -4.75
H 5.57 -0.52 -2.55
H 2.19 5.07 5.11
H 1.66 0.26 -7.95
H 1.97 5.02 3.46
H 0.14 4.86 -1.57
H -3.06 10.27 5.88
H 1.19 6.19 4.37
*
```

Atomic partial charges in e from the Löwdin method, atoms 1 to 6: atom 1 (S): 0.75, atom 2 (S): 0.17, atom 3 (Mg): 1.15, atom 4 (Na): 0.84, atom 5 (F): -0.10, atom 6 (O): 0.01


Here is a structure of composition C35H79ClN6O14PS2 from the Open Molecules 2025 dataset. Energies are from wB97M-V/def2-TZVPD.

Computed properties:
**Molecular weight**: 938.606 Da
**Calculated total energy**: -118635.1795 eV
**Max |F|**: 7.803 eV Å⁻¹

ORCA input file:
```
! wB97M-V def2-TZVPD RIJCOSX def2/J DEFGRID3
* xyz 1 1
Cl -2.35 0.54 0.83
S -5.84 -6.64 -2.37
S -3.27 2.19 -1.15
P -4.74 -0.68 -3.53
O -7.73 -4.30 -2.76
O -4.19 0.13 -5.01
O -5.91 -1.88 -4.11
O -5.58 0.28 -2.57
O -3.56 1.78 5.11
O 0.26 10.97 3.13
O 2.54 -2.11 1.90
O -0.44 -1.50 0.57
O 4.00 -2.10 6.89
O 6.74 -6.83 -4.10
O -0.68 -3.59 0.71
O 0.26 3.39 4.63
O 2.78 -5.66 -3.89
O 1.72 7.78 4.03
N -1.28 -2.53 0.46
N -2.01 0.51 -2.89
N -3.38 -1.53 -2.67
N -0.97 -1.58 -1.77
N -8.88 -4.80 -4.75
N -7.98 -5.83 -4.46
C -0.58 3.99 -1.67
C 2.56 7.48 1.79
C 0.23 -2.14 -4.08
C -7.17 -5.63 -3.19
C 1.53 8.15 2.67
C 2.35 -6.43 -2.72
C 1.37 -0.62 -0.86
C 6.31 -1.60 7.30
C -2.14 -0.92 -2.43
C 7.23 -5.82 -3.23
C -3.67 -2.94 -2.22
C -4.23 -6.64 -3.34
C -3.57 2.66 4.00
C -0.96 0.69 -0.44
C -3.64 -4.06 -3.44
C -0.79 2.67 -2.37
C 3.03 -1.09 2.77
C -3.14 -5.50 -2.83
C -1.63 1.41 -1.74
C 0.11 12.63 4.86
C 1.57 -4.09 -5.51
C -8.77 -3.73 -3.66
C 1.93 0.72 -1.62
C 0.10 -3.43 -5.14
C 1.83 0.71 -3.25
C -4.91 2.60 3.30
C 1.73 -5.66 -4.95
C 0.00 4.76 4.88
C -0.24 -2.59 -2.57
C 2.71 -1.43 4.21
C 6.91 -6.16 -1.79
C -0.25 -0.80 -0.75
C 0.00 12.35 3.38
C 4.88 -1.19 7.53
C 0.11 5.05 6.36
H 1.76 -0.51 0.26
H 1.63 -1.52 4.35
H -4.48 1.10 -5.00
H -0.59 4.44 6.93
H -0.57 -4.29 -4.73
H 1.59 9.24 2.59
H -0.08 13.69 5.08
H -1.00 -3.50 -2.75
H 1.48 -5.91 -2.11
H 2.21 1.77 -3.64
H 3.28 -6.49 -1.97
H 1.40 -1.94 -4.01
H -4.52 -6.36 -4.46
H 3.15 -2.40 4.48
H 6.54 -1.62 6.22
H -3.15 -5.54 -1.64
H -5.12 1.59 2.95
H -4.79 -2.94 -1.82
H -9.39 -2.72 -3.55
H 1.57 -2.15 2.03
H -5.72 2.87 3.99
H 1.12 4.80 6.72
H 7.00 -0.90 7.78
H 1.12 12.38 5.23
H -0.34 -1.23 -4.53
H -0.19 1.43 0.09
H -0.40 10.45 3.63
H 2.49 -3.51 -5.06
H 4.64 -1.17 8.60
H 2.42 7.75 0.74
H -3.72 0.88 4.77
H 7.35 -7.12 -1.52
H 2.62 8.06 4.28
H 0.48 4.51 -1.79
H -0.08 6.11 6.57
H 2.59 -0.14 2.48
H 0.72 12.94 2.82
H 3.57 7.76 2.10
H -3.71 3.04 -2.18
H 4.12 -1.02 2.62
H 0.72 5.36 4.32
H 7.29 -5.39 -1.12
H 6.50 -2.61 7.68
H -0.36 -3.08 -6.17
H 3.09 -0.66 4.88
H 0.76 0.57 -3.70
H -1.01 5.00 4.51
H 0.72 -6.13 -4.61
H 2.58 -0.10 -3.65
H 0.68 -3.11 -2.01
H 1.74 -4.11 -6.69
H 3.10 0.74 -1.38
H 1.54 1.75 -1.17
H 5.83 -6.25 -1.65
H 4.17 -2.98 7.26
H -2.04 -5.72 -3.23
H 8.32 -5.75 -3.38
H -6.76 -1.32 -4.19
H 4.69 -0.19 7.13
H -3.75 -7.73 -3.37
H -2.97 -3.35 -1.38
H 2.22 -6.27 -5.86
H -1.41 0.62 -3.73
H -0.30 2.54 -3.43
H 6.79 -4.86 -3.52
H -3.04 -3.70 -4.39
H 2.50 6.39 1.89
H -0.59 12.02 5.43
H -0.40 2.87 5.12
H -1.01 12.59 3.01
H -1.38 4.54 -1.02
H 0.52 7.85 2.37
H 1.97 -1.52 -1.30
H 5.77 -6.87 -3.97
H -4.77 -4.22 -3.78
H -2.76 2.39 3.32
H -3.38 3.68 4.37
H -4.94 3.28 2.45
H 2.08 -7.51 -3.06
*
```

Atomic partial charges in e from the Löwdin method, atoms 1 to 6: atom 1 (Cl): 0.58, atom 2 (S): 0.87, atom 3 (S): 0.67, atom 4 (P): 0.82, atom 5 (O): -0.18, atom 6 (O): -0.21


Question: Which value of calculated total energy does entry 2 give?
Answer: -96702.1798 eV


Question: The highest calculated total energy belongs to which entry?
Answer: C35H76FMgN3NaO10S2